[1]
C3H5O3Zn | the ωB97M-V functional and the def2-TZVPD basis

The LUMO energy is -4.2 eV. Its HOMO-LUMO gap is 11.15 eV. The value obtained for the relative energy (zero: lowest compared OMol25 entry of this formula, charge and spin) is 0.00 kJ/mol.

Structure (ORCA input):
```
! RIJCOSX wB97M-V def2-TZVPD def2/J DEFGRID3
* xyz 1 1
H -1.3064 -0.4691 4.1333
O 0.4671 0.0263 0.6356
C -0.7564 0.3169 0.2668
C 1.3141 -0.0955 -0.5282
O -1.6962 0.3843 1.0518
O -0.9361 0.2790 -1.0224
C 0.3128 -0.0074 -1.6894
Zn -1.9787 0.0306 2.7474
H 1.8335 -1.0560 -0.4712
H 2.0319 0.7302 -0.5085
H 0.1926 -0.9501 -2.2315
H 0.5218 0.8108 -2.3836
*
```

[2]
C3H5O4S | the ωB97M-V functional and the def2-TZVPD basis

The LUMO energy is 3.9 eV. The SMILES is C[C@]1(S(=O)(=O)[O-])CO1. Its HOMO-LUMO gap is 8.94 eV. The value obtained for the relative energy (zero: lowest compared OMol25 entry of this formula, charge and spin) is 221.56 kJ/mol.

Structure (ORCA input):
```
! RIJCOSX wB97M-V def2-TZVPD def2/J DEFGRID3
* xyz -1 1
C -0.5307 1.0142 0.3678
C -0.5972 -0.4467 0.2994
S -0.7658 -1.2534 2.0261
O -1.2296 -2.6155 1.7899
O 0.6016 -1.1914 2.5648
O -1.7077 -0.4205 2.7955
C 0.0436 -1.4052 -0.5846
O -1.3081 -0.9464 -0.8631
H 0.2684 1.6824 -0.0092
H -0.5526 1.2959 1.4715
H -1.3788 1.4783 -0.2625
H 0.7303 -1.1001 -1.3943
H 0.0871 -2.3861 -0.0847
*
```

[3]
C3H5OP | the ωB97M-V functional and the def2-TZVPD basis

The LUMO energy is 0.2 eV. Its HOMO-LUMO gap is 9.27 eV. The value obtained for the relative energy (zero: lowest compared OMol25 entry of this formula, charge and spin) is 246.24 kJ/mol.

Structure (ORCA input):
```
! RIJCOSX wB97M-V def2-TZVPD def2/J DEFGRID3
* xyz 0 1
C -0.4667 0.0866 -2.5441
C -0.7558 0.0154 -1.3241
C 1.2984 -0.0913 1.2661
O -1.7015 1.0755 0.9989
P -0.9582 -0.0138 0.4085
H -0.3065 0.1303 -3.6094
H 1.7814 -0.9206 0.8384
H 1.5140 0.9102 0.6588
H 1.0534 0.0107 2.3955
H -1.4586 -1.2030 0.9114
*
```

[4]
C3H5OP | the ωB97M-V functional and the def2-TZVPD basis

The LUMO energy (alpha / beta) is 1.1 / -2.9 eV. Its HOMO-LUMO gap (alpha / beta) is 8.92 / 6.55 eV. As for the expectation value of S²: 2.01. The value obtained for the relative energy (zero: lowest compared OMol25 entry of this formula, charge and spin) is 275.53 kJ/mol.

Structure (ORCA input):
```
! RIJCOSX wB97M-V def2-TZVPD def2/J DEFGRID3
* xyz 0 3
C -0.6761 0.8969 0.2355
C 0.8215 0.6428 0.3721
C 0.4068 1.7771 -0.1731
O 0.2679 -2.3141 -1.5508
P -0.0543 -2.9941 -0.3125
H -1.2636 0.3837 -0.4856
H -1.1669 1.0868 1.2237
H 1.4174 -0.2665 0.6970
H -0.0956 -1.8739 0.7563
H 0.3430 2.6613 -0.7627
*
```

[5]
C3H5OPS | the ωB97M-V functional and the def2-TZVPD basis

The LUMO energy (alpha / beta) is 0.1 / 0.1 eV. Its HOMO-LUMO gap (alpha / beta) is 7.87 / 7.86 eV. The value obtained for the relative energy (zero: lowest compared OMol25 entry of this formula, charge and spin) is 128.56 kJ/mol.

Structure (ORCA input):
```
! RIJCOSX wB97M-V def2-TZVPD def2/J DEFGRID3
* xyz 0 1
C -0.0166 -1.5223 -0.2870
C -0.8365 -0.2661 -0.4190
C -0.4018 1.0793 0.1169
O -0.0821 -2.6973 -0.2944
P 2.2672 -0.2994 0.3674
S 1.3290 1.3703 -0.5468
H -0.9337 -0.2652 -1.4605
H -1.7718 -0.6545 -0.2089
H -1.0020 1.9271 -0.1830
H -0.4049 1.1908 1.2100
H 1.8533 0.1372 1.7053
*
```

[6]
C3H5P | the ωB97M-V functional and the def2-TZVPD basis

The LUMO energy is 0.9 eV. The SMILES is C#CPC. Its HOMO-LUMO gap is 10.35 eV. The value obtained for the relative energy (zero: lowest compared OMol25 entry of this formula, charge and spin) is 62.06 kJ/mol.

Structure (ORCA input):
```
! RIJCOSX wB97M-V def2-TZVPD def2/J DEFGRID3
* xyz 0 1
C 1.1962 2.0449 -0.8016
C 0.9593 1.0737 -0.1035
P 0.3004 -0.1750 1.1845
C -1.0515 -0.9971 0.2412
H 1.5128 2.8526 -1.3965
H 1.1037 -1.3089 0.7373
H -1.5567 -0.2563 -0.3403
H -1.7561 -1.3705 0.9629
H -0.7081 -1.8633 -0.4840
*
```

[7]
C3H5PS | the ωB97M-V functional and the def2-TZVPD basis

The LUMO energy (alpha / beta) is -2.3 / -2.3 eV. Its HOMO-LUMO gap (alpha / beta) is 5.84 / 5.84 eV. The value obtained for the relative energy (zero: lowest compared OMol25 entry of this formula, charge and spin) is 374.52 kJ/mol.

Structure (ORCA input):
```
! RIJCOSX wB97M-V def2-TZVPD def2/J DEFGRID3
* xyz 0 1
C 1.3462 -2.1107 0.0184
C 0.3217 0.5248 0.3674
C -0.9752 0.2569 -0.3760
P 1.8080 -0.5812 -0.0784
S -1.8289 -1.2571 0.0633
H 1.6117 -3.1323 -0.0836
H 0.6401 1.5546 0.1766
H 0.1834 0.3977 1.4449
H -1.6621 1.0598 -0.0939
H -0.8320 0.2792 -1.4581
*
```

[8]
C3H6 | the ωB97M-V functional and the def2-TZVPD basis

The LUMO energy is 1.4 eV. The SMILES is C=CC. Its HOMO-LUMO gap is 10.76 eV. The value obtained for the relative energy (zero: lowest compared OMol25 entry of this formula, charge and spin) is 60.52 kJ/mol.

Structure (ORCA input):
```
! RIJCOSX wB97M-V def2-TZVPD def2/J DEFGRID3
* xyz 0 1
C -0.2635 -0.3815 -1.1957
C -0.5685 0.0071 0.0023
C 0.4873 0.3003 0.9756
H -0.8639 -0.9394 -1.8348
H 0.7181 -0.2235 -1.6337
H -1.6450 0.1222 0.2630
H 1.3491 -0.1252 0.4347
H 0.5117 1.4031 1.1302
H 0.2748 -0.1630 1.8584
*
```

[9]
C3H6BeO3 | the ωB97M-V functional and the def2-TZVPD basis

The LUMO energy (alpha / beta) is -5.3 / -5.9 eV. Its HOMO-LUMO gap (alpha / beta) is 6.97 / 9.58 eV. As for the expectation value of S²: 0.75. The value obtained for the relative energy (zero: lowest compared OMol25 entry of this formula, charge and spin) is 0.00 kJ/mol.

Structure (ORCA input):
```
! RIJCOSX wB97M-V def2-TZVPD def2/J DEFGRID3
* xyz 1 2
O -1.2432 -1.3176 1.5971
Be -1.1749 -1.0247 0.0634
C 0.5725 -0.1279 -1.8932
O -0.1395 -0.1927 -0.6563
C 0.2955 0.7110 0.3588
C -0.7330 0.6192 1.4649
O -0.6621 1.0731 2.5742
H 0.0439 -0.7740 -2.6004
H 0.5834 0.9096 -2.2509
H 1.5981 -0.4912 -1.7472
H 0.3210 1.7397 -0.0299
H 1.2895 0.4102 0.7296
H -0.7511 -1.5346 2.3900
*
```

[10]
C3H6BrF2N | the ωB97M-V functional and the def2-TZVPD basis

The LUMO energy is 0.7 eV. The SMILES is [H]/N=C\C(C)(F)F.Br. Its HOMO-LUMO gap is 11.28 eV. The value obtained for the relative energy (zero: lowest compared OMol25 entry of this formula, charge and spin) is 86.92 kJ/mol.

Structure (ORCA input):
```
! RIJCOSX wB97M-V def2-TZVPD def2/J DEFGRID3
* xyz 0 1
H -0.8204 -0.0628 1.5799
N -1.2323 -0.0638 0.5935
C -0.4696 -0.4640 -0.3376
C 0.9516 -0.9259 -0.0879
C 1.8121 0.3177 0.1609
F 1.4397 -1.6588 -1.1102
F 1.0771 -1.7916 1.0157
H -0.6588 -0.4494 -1.4090
H 1.4740 1.0639 -0.5140
H 1.6244 0.5237 1.1378
H 2.8487 0.1017 -0.2098
Br -5.3341 -0.4307 0.1167
H -4.0352 -0.6851 -0.2863
*
```

| no. | E_tot (a.u.) |
| --- | --- |
| 1 | -2122.0813 |
| 2 | -816.4698 |
| 3 | -533.7646 |
| 4 | -533.6703 |
| 5 | -932.0086 |
| 6 | -458.5579 |
| 7 | -856.6738 |
| 8 | -117.8489 |
| 9 | -358.0554 |
| 10 | -2946.3778 |